The following is a DFT calculation (wB97M-V/def2-TZVPD) of CClF4NO2S in the gas phase in a non-equilibrium geometry.

SMILES: O=S(=O)(F)N(Cl)C(F)(F)F
Frontier orbital gap: 10.873 eV
HOMO: -10.738 eV

The geometry in ORCA input format:
```
! wB97M-V def2-TZVPD RIJCOSX def2/J DEFGRID3
* xyz 0 1
C -0.69 0.90 0.78
N -0.18 0.22 -0.54
O 1.96 -0.85 0.18
O 1.14 -1.24 -2.10
F 0.36 1.25 1.48
F -1.37 1.92 0.45
F -1.36 -0.02 1.42
F -0.03 -2.18 -0.18
S 0.93 -1.01 -0.74
Cl -0.73 0.93 -1.97
*
```

The following is a DFT calculation (wB97M-V/def2-TZVPD) of C26H25N3O4 in the gas phase in a non-equilibrium geometry.

SMILES: O=C(N/N=C/c1ccc(OC(=O)c2ccccc2)cc1)c1ccc(CN2CCOCC2)cc1
Frontier orbital gap: 8.431 eV
HOMO: -8.367 eV

The geometry in ORCA input format:
```
! wB97M-V def2-TZVPD RIJCOSX def2/J DEFGRID3
* xyz 0 1
O 5.37 3.74 -1.89
C 4.33 3.19 -1.62
N 3.31 3.89 -1.01
N 2.21 3.30 -0.56
C 1.31 3.95 0.06
C 0.12 3.29 0.54
C -0.07 1.92 0.31
C -1.21 1.29 0.76
C -2.18 2.02 1.44
C -2.01 3.37 1.68
C -0.86 4.00 1.23
H -0.73 5.05 1.41
H -2.76 3.94 2.22
O -3.27 1.29 1.90
C -4.51 1.81 1.97
O -4.80 2.93 1.62
C -5.48 0.83 2.52
C -5.08 -0.43 2.97
C -6.03 -1.30 3.47
C -7.36 -0.93 3.54
C -7.75 0.33 3.10
C -6.82 1.21 2.59
H -7.10 2.19 2.24
H -8.79 0.62 3.15
H -8.10 -1.61 3.93
H -5.73 -2.28 3.81
H -4.05 -0.71 2.91
H -1.37 0.24 0.59
H 0.69 1.37 -0.22
H 1.41 5.03 0.26
H 3.49 4.88 -0.83
C 4.04 1.75 -1.88
C 5.03 0.82 -1.60
C 4.78 -0.53 -1.78
C 3.56 -0.97 -2.26
C 2.59 -0.02 -2.60
C 2.82 1.32 -2.40
H 2.06 2.04 -2.67
H 1.65 -0.37 -2.99
C 3.26 -2.43 -2.44
N 1.90 -2.73 -2.02
C 1.67 -2.55 -0.60
H 2.14 -1.62 -0.27
C 2.19 -3.73 0.23
H 1.89 -3.63 1.28
O 1.65 -4.96 -0.21
C 1.93 -5.17 -1.58
H 1.45 -6.11 -1.84
C 1.40 -4.02 -2.44
H 1.65 -4.19 -3.49
H 0.31 -3.99 -2.34
H 3.02 -5.28 -1.72
H 3.29 -3.77 0.19
H 0.59 -2.47 -0.46
H 4.03 -3.03 -1.92
H 3.33 -2.68 -3.51
H 5.55 -1.25 -1.53
H 5.98 1.16 -1.22
*
```

Ordered relative energy (zero: lowest compared OMol25 entry of this formula, charge and spin) results: 0.0 247.5; unit kJ/mol.